Formula: C3H8N4
Source: the OMol25 dataset
Level of theory: ωB97M-V with the def2-TZVPD basis set

Properties
calculated total energy = -337.9383 Ha
spin multiplicity = 1
highest occupied orbital energy = -7.46 eV
LUMO energy = 0.057 eV

Each line ends with the Löwdin charge.
Positions of all 15 atoms, in Å:
N  2.361742  -1.353196  -0.282612  0.061
N  2.233275  -0.681815  -1.312347  -0.237
N  1.608342  0.023725  -1.960899  0.199
H  0.659111  -1.149679  0.996510  0.060
H  3.017221  -2.114700  -0.336383  0.064
H  -0.266826  0.280420  -1.458378  0.028
C  -1.147860  0.088727  -0.757796  -0.211
C  0.005987  0.508000  1.849480  -0.063
C  -2.074098  1.044577  -0.523444  -0.134
N  -0.058397  -0.384770  0.962802  -0.009
H  -1.451755  -0.951805  -0.847291  0.059
H  -0.568781  1.409887  1.690337  0.057
H  0.603224  0.406393  2.760037  0.073
H  -1.836807  2.101555  -0.536889  0.026
H  -3.084377  0.772681  -0.243128  0.027

Force components x, y, z for each atom (eV/Å):
0.7 -0.6 0.8
-3.4 1.4 -0.8
2.7 -1.0 0.1
-0.9 0.7 0.6
0.5 0.0 -0.4
-1.1 0.1 1.8
-0.7 0.7 -3.0
0.3 -0.9 0.0
0.4 -0.3 0.0
1.8 -0.7 0.7
-0.1 0.1 0.3
-0.5 0.2 0.1
0.1 0.2 -0.2
0.0 0.0 -0.3
0.1 0.0 0.3